Entry 1:
69
Properties=species:S:1:pos:R:3 method="wB97M-V/def2-TZVPD" orbital_gap_ev="7.1 / 5.4" s_squared=6.050 charge=+2 largest_force_ha_per_bohr=0.007 multiplicity=5 e_lumo_ev="-6.26 / -8.27" relative_energy_kcal_mol=7.0
Co 0.31634 -0.18167 -0.45707
Cl 1.87188 -0.76385 6.70110
C 1.36477 -0.97698 5.10487
C 1.20900 -2.29072 4.59433
C 0.80122 -2.46365 3.31334
C 0.55213 -1.33149 2.44553
O 0.24912 -1.52519 1.24778
C 0.66747 0.00793 3.01212
C 0.23100 1.20724 2.30758
N -0.20869 1.22988 1.10816
C -0.79492 2.42115 0.58098
C -1.09835 3.54595 1.30529
C -1.72270 4.65465 0.70198
C -2.07128 4.61850 -0.61774
C -1.80403 3.46442 -1.38878
C -2.17971 3.35288 -2.75082
C -1.91425 2.20402 -3.43218
C -1.25763 1.16103 -2.75453
N -0.88661 1.23047 -1.49839
C -1.15887 2.36779 -0.79259
C 1.07535 0.14804 4.31561
H 1.41500 -3.13321 5.24051
H 0.67064 -3.45077 2.88997
H 0.24793 2.11502 2.91012
H -0.89084 3.60041 2.36533
H -1.94236 5.52786 1.30031
H -2.56929 5.46029 -1.08202
H -2.68230 4.18267 -3.23256
H -2.19453 2.07724 -4.46785
H -1.03275 0.23527 -3.27217
H 1.15617 1.13250 4.76050
C 2.74139 2.91848 0.07634
P 2.21661 1.54668 -0.99980
C 1.94503 2.37405 -2.60113
C 3.76737 0.60702 -1.29819
C 3.46608 -0.71722 -2.01463
P 2.22098 -1.67878 -1.07635
C 2.03279 -3.21646 -2.02895
C 3.16244 -2.21983 0.38868
H 3.61919 3.41846 -0.33567
H 2.98637 2.54734 1.07249
H 1.93406 3.64640 0.16556
H 2.83495 2.93319 -2.89371
H 1.10476 3.06565 -2.52152
H 1.71176 1.64810 -3.38057
H 4.23987 0.41906 -0.33074
H 4.46435 1.21707 -1.87621
H 4.37055 -1.31759 -2.13342
H 3.07201 -0.53380 -3.01796
H 3.00160 -3.69819 -2.16817
H 1.60396 -3.00677 -3.00950
H 1.37378 -3.90624 -1.50070
H 4.13638 -2.60840 0.08692
H 2.61439 -3.01041 0.90045
H 3.31167 -1.39758 1.08979
N -1.30806 -1.71389 -1.03240
C -2.65019 -1.24131 -1.26576
C -3.26263 -1.43940 -2.49058
C -4.52220 -0.90001 -2.72601
C -5.16867 -0.17558 -1.73649
C -4.55193 0.00456 -0.50451
C -3.29066 -0.52141 -0.26882
H -1.02262 -2.35107 -1.76809
H -1.25684 -2.23677 -0.16332
H -2.76774 -2.02187 -3.26108
H -5.00200 -1.06258 -3.68200
H -6.15345 0.23285 -1.91679
H -5.05751 0.55465 0.27860
H -2.80132 -0.37107 0.68853

=====

Entry 2:
71
Properties=species:S:1:pos:R:3 method="wB97M-V/def2-TZVPD" orbital_gap_ev="6.7 / 6.2" s_squared=2.042 charge=+1 largest_force_ha_per_bohr=0.051 multiplicity=3 e_lumo_ev="-2.41 / -3.15" relative_energy_kcal_mol=46.5
Pd 0.32899 0.26560 0.32825
C -0.75136 -1.49234 3.27489
N -0.10760 -0.20567 3.10566
C -0.87400 0.95117 3.51777
C -1.57450 1.65902 2.39210
N -1.33968 1.52867 1.11436
C -2.15826 2.46572 0.47952
C -2.30291 2.77928 -0.86964
C -3.20345 3.77070 -1.20376
C -3.95255 4.44327 -0.22679
C -3.81805 4.14613 1.11452
C -2.90616 3.14957 1.43985
N -2.51117 2.60854 2.65199
C -1.60252 -1.89897 2.10449
N -1.37900 -1.59626 0.85458
C -2.34369 -2.28594 0.12306
C -2.56215 -2.33303 -1.25229
C -3.60652 -3.11293 -1.70536
C -4.42429 -3.83064 -0.81815
C -4.22059 -3.79303 0.54680
C -3.16360 -3.00823 0.99377
N -2.66535 -2.73653 2.25826
H 0.02949 -2.24888 3.39034
H -1.36546 -1.53802 4.18652
H 0.80586 -0.20236 3.52964
H -1.61852 0.69507 4.28463
H -0.19765 1.67604 3.97880
H -1.72147 2.26557 -1.62041
H -3.33837 4.03746 -2.24332
H -4.64901 5.21249 -0.53151
H -4.39363 4.66511 1.86918
H -2.85621 2.86081 3.56194
H -1.93087 -1.77900 -1.93402
H -3.80490 -3.17476 -2.76680
H -5.23383 -4.42808 -1.21491
H -4.85350 -4.34729 1.22683
H -3.02115 -3.08536 3.13166
C 1.91171 -4.23477 -1.33480
C 2.22261 -3.70626 0.06002
N 1.51764 -2.46752 0.39775
C 1.67231 -1.28852 -0.24223
S 0.00139 0.33662 -2.31359
N 4.36588 -0.25243 -1.26400
C 4.88281 0.97949 -1.88567
C 4.91955 0.95203 -3.40664
H 2.42341 -5.18215 -1.50414
H 2.24108 -3.53770 -2.10748
H 0.83994 -4.39429 -1.46067
H 3.29286 -3.52544 0.18347
H 1.93903 -4.44815 0.80680
H 0.55511 -2.53909 0.71125
H 3.08119 -1.65476 -2.18629
H 5.90856 1.04924 -1.51995
H 4.35789 1.86097 -1.49896
H 5.41158 0.04659 -3.76064
H 5.48779 1.80945 -3.77159
H 3.92637 1.00170 -3.86087
Cl 2.87643 -0.64552 -1.28217
C 1.66716 0.34744 -1.94410
C 1.51754 1.52983 -2.74760
C 1.47639 2.88782 -2.20500
C 1.41910 3.30469 -0.92883
C 1.49764 2.64932 0.37753
C 2.24565 1.65654 0.86235
C 3.18205 1.06603 1.55572
H 1.69754 1.47380 -3.81776
H 1.37132 3.65745 -2.96113
H 1.23337 4.36885 -0.81619
H 0.93140 3.17137 1.14658
H 4.06107 1.63129 1.84710
H 3.15231 0.01318 1.79928

=====

Entry 3:
66
Properties=species:S:1:pos:R:3 method="wB97M-V/def2-TZVPD" orbital_gap_ev=8.8 charge=+1 largest_force_ha_per_bohr=0.330 e_lumo_ev=-2.13 relative_energy_kcal_mol=554.3
F -0.11535 -4.70997 -1.01692
C -0.57602 -3.59116 -0.65170
C -1.92054 -3.27332 -0.88381
C -2.59295 -2.21836 -0.43173
C -1.85210 -1.42090 0.10770
C -0.58200 -1.58616 0.52788
C -0.02866 -2.78844 0.18525
H 1.08760 -2.83842 0.05273
H 0.02030 -0.76058 0.92987
C -2.39340 0.04337 0.71950
C -3.96344 0.47240 0.48310
C -4.93423 0.19603 1.38378
C -6.15907 0.07827 1.12913
C -6.57148 0.69318 0.00301
C -5.70011 0.76947 -1.19639
C -4.41398 0.58057 -0.68525
H -3.58540 0.57393 -1.55202
H -6.08322 0.99541 -1.97020
F -7.79562 0.87979 -0.33986
H -6.94218 0.17203 2.13967
H -4.54112 -0.17452 2.38549
H -2.36111 0.29066 1.96599
O -1.64661 1.18241 0.09308
C -1.81764 2.44771 0.66613
C -0.67441 3.33856 -0.51667
N 0.63664 2.35436 -0.29275
H 0.17043 1.17961 -0.24281
C 1.45302 2.69818 0.86952
C 2.44819 1.43169 1.01332
N 3.34160 1.43733 -0.22853
C 2.48386 1.46493 -1.51130
C 1.33416 2.40246 -1.64027
H 0.75835 2.30511 -2.36222
H 1.77686 3.30121 -1.59164
H 3.05129 1.36374 -2.35550
H 2.04776 0.56465 -1.41570
C 4.43672 2.42425 -0.57238
C 5.61230 1.78727 -0.81946
H 5.27383 1.34020 -1.99813
H 6.21811 2.67510 -1.24351
C 6.38301 0.65097 -0.03486
C 5.25062 -0.31355 0.47268
C 4.97252 -0.60724 1.60297
C 4.20394 -1.74776 2.00270
C 3.63627 -2.42623 0.96759
C 4.20572 -2.38198 -0.31295
C 4.95229 -1.38666 -0.65495
H 5.25732 -1.31530 -1.70307
H 3.69386 -2.91851 -1.13988
H 2.99699 -3.25134 1.40904
H 4.05458 -1.69255 2.97588
H 5.50798 0.14853 2.26297
H 6.89476 1.28773 0.58861
H 7.20941 0.22236 -0.65284
H 4.24134 3.25732 -0.83719
H 4.74308 2.81526 0.81648
H 3.15451 1.55794 1.69382
H 1.99195 0.48176 1.05740
H 0.84451 2.55911 1.82937
H 1.99734 3.52455 1.13338
H -0.93677 3.23506 -1.39296
H -0.42517 4.13366 0.26396
H -1.54258 2.44939 1.51484
H -2.89471 2.78484 0.38543
H -3.67644 -2.11805 -0.53236
H -2.62903 -4.18145 -1.33422